[1]
C48H53F9N2O2PS | ωB97M-V/def2-TZVPD

```
116
Properties=species:S:1:pos:R:3
C 2.3264 0.0719 2.5248
C 2.3606 -1.4462 2.7817
C 1.4397 -2.2732 1.8598
C 2.1435 -3.3636 1.0264
N 1.8166 -4.7187 1.4492
P 2.6757 -5.4055 2.8153
F 1.3885 -5.3099 3.8845
C 2.1606 -7.1645 2.2917
C 2.2312 -8.1517 3.4425
N 3.5694 -8.7492 3.5632
S 4.6137 -5.6157 1.5818
O 4.4072 -5.6142 0.1552
O 5.5231 -6.6071 2.0947
F 5.4067 -4.2124 1.8576
H 3.3111 0.5223 2.6610
H 2.0043 0.3155 1.5122
H 1.6541 0.5504 3.2393
H 2.0807 -1.6227 3.8215
H 3.3876 -1.8018 2.6927
H 0.6416 -2.7430 2.4324
H 0.9778 -1.5681 1.1616
H 1.8067 -3.2676 -0.0026
H 3.2209 -3.1528 1.0149
H 1.8115 -5.3479 0.6595
H 3.0985 -4.0911 3.1826
H 3.4983 -5.9565 3.8766
H 1.1442 -7.1090 1.8974
H 2.7846 -7.5564 1.4820
H 1.5458 -8.9822 3.2423
H 1.8831 -7.6753 4.3665
H 3.5670 -9.4258 4.3166
H 4.2476 -8.0352 3.8043
F 0.5852 -2.1195 -1.4013
C 0.3520 -2.7255 -2.5818
C -0.8217 -3.4316 -2.7426
C -1.0609 -4.0424 -3.9641
C -0.1326 -3.9490 -4.9924
C 1.0434 -3.2371 -4.7981
C 1.2939 -2.6139 -3.5843
H -1.5262 -3.4959 -1.9248
H -1.9769 -4.5969 -4.1146
H -0.3260 -4.4304 -5.9419
H 1.7735 -3.1672 -5.5934
H 2.2018 -2.0527 -3.4088
F 4.2995 4.0157 4.5044
C 3.7332 3.1695 5.3911
C 4.4833 2.1235 5.8886
C 3.8957 1.2565 6.7977
C 2.5776 1.4414 7.1906
C 1.8456 2.5009 6.6731
C 2.4217 3.3789 5.7659
H 5.5046 1.9889 5.5588
H 4.4690 0.4289 7.1931
H 2.1210 0.7564 7.8921
H 0.8149 2.6438 6.9703
H 1.8686 4.2085 5.3512
F 0.7604 5.8199 4.4161
C 0.1352 6.8960 4.9344
C 0.8535 7.7558 5.7400
C 0.2047 8.8610 6.2705
C -1.1370 9.0867 5.9951
C -1.8345 8.2034 5.1828
C -1.1983 7.0957 4.6419
H 1.8967 7.5555 5.9432
H 0.7518 9.5482 6.9019
H -1.6379 9.9493 6.4135
H -2.8810 8.3744 4.9684
H -1.7190 6.3953 4.0032
F 3.7617 1.4937 -0.9107
C 2.6427 1.8864 -1.5475
C 1.5796 1.0101 -1.6355
C 0.4318 1.4252 -2.2936
C 0.3622 2.6944 -2.8529
C 1.4446 3.5577 -2.7514
C 2.5976 3.1552 -2.0911
H 1.6500 0.0249 -1.1943
H -0.4112 0.7498 -2.3647
H -0.5363 3.0125 -3.3662
H 1.3901 4.5443 -3.1854
H 3.4528 3.8104 -1.9932
F 0.5745 6.0790 -4.4938
C -0.2533 7.0773 -4.1193
C 0.2150 8.0354 -3.2441
C -0.6422 9.0567 -2.8620
C -1.9402 9.1034 -3.3513
C -2.3845 8.1243 -4.2289
C -1.5376 7.0986 -4.6225
H 1.2282 7.9740 -2.8709
H -0.2928 9.8179 -2.1775
H -2.6048 9.9008 -3.0473
H -3.3968 8.1552 -4.6089
H -1.8598 6.3257 -5.3069
F -3.7045 -1.9158 -2.3458
C -4.5490 -2.9396 -2.1083
C -4.6817 -3.9292 -3.0612
C -5.5562 -4.9770 -2.8148
C -6.2794 -5.0212 -1.6311
C -6.1250 -4.0142 -0.6885
C -5.2529 -2.9609 -0.9215
H -4.1123 -3.8683 -3.9786
H -5.6686 -5.7626 -3.5501
H -6.9581 -5.8418 -1.4413
H -6.6845 -4.0474 0.2368
H -5.1111 -2.1696 -0.1982
F -3.3796 -3.2954 -7.2943
C -4.1556 -2.2553 -6.9247
C -3.6480 -1.3244 -6.0416
C -4.4529 -0.2615 -5.6610
C -5.7431 -0.1453 -6.1597
C -6.2298 -1.0963 -7.0457
C -5.4338 -2.1628 -7.4377
H -2.6429 -1.4405 -5.6560
H -4.0687 0.4750 -4.9682
H -6.3686 0.6834 -5.8562
H -7.2365 -1.0118 -7.4333
H -5.7917 -2.9147 -8.1280
```

Output
charge = -1
E_HOMO = -4.807 eV

***

[2]
C48H54As2ClKN2O14S2 | ωB97M-V/def2-TZVPD

```
124
Properties=species:S:1:pos:R:3
K 0.3797 0.1985 0.8543
S -1.8112 5.2653 1.4252
C -2.9418 4.3370 0.4985
C -3.9693 4.7786 -0.3367
C -4.6878 3.8260 -1.0267
C -4.4010 2.4587 -0.9035
C -3.3900 2.0182 -0.0794
C -2.6686 2.9742 0.6371
N -1.5903 2.6796 1.4684
C -1.0491 3.7686 1.9053
C 0.2455 3.8076 2.6410
C 1.0766 4.8972 2.3847
C 2.3608 4.9524 2.8941
C 2.8292 3.8883 3.6493
C 2.0034 2.8092 3.9140
C 0.6963 2.7499 3.4394
H -4.1846 5.8315 -0.4518
H -5.4861 4.1396 -1.6871
H -4.9636 1.7322 -1.4726
H -3.1410 0.9721 -0.0016
H 0.7383 5.6959 1.7364
H 2.9933 5.8021 2.6753
H 3.8455 3.8858 4.0203
H 2.3823 1.9784 4.4901
O 2.0072 -0.9666 -3.2862
H 1.0417 -0.9969 -3.3494
H 2.1774 -0.9331 -2.3234
O -3.4956 -0.5189 1.8810
H -3.2111 -1.3001 1.3790
H -2.6729 -0.0320 2.0019
C -0.5219 2.8975 -4.5758
C -1.0749 2.5131 -3.2167
S 0.0554 1.4705 -2.2856
O -0.5986 1.2922 -0.9414
C 1.3841 2.6498 -1.9748
C 0.9667 3.8962 -1.2217
H -1.3116 3.3216 -5.1972
H -0.1267 2.0239 -5.0923
H 0.2749 3.6362 -4.4986
H -1.9567 1.8818 -3.3220
H -1.3420 3.3657 -2.5930
H 1.8653 2.8608 -2.9284
H 2.0971 2.0583 -1.3946
H 0.5594 4.6598 -1.8841
H 1.8236 4.3217 -0.7002
H 0.2139 3.6485 -0.4749
C -3.0034 -3.2921 3.5939
O -1.6454 -2.9619 3.3423
C -1.2560 -2.5599 2.0909
O -0.4228 -1.6137 2.0986
C -1.6925 -3.1855 0.8953
C -2.2298 -4.4805 0.7777
As -3.4945 -4.9399 -0.6366
C -2.7793 -6.7285 -1.0534
C -2.7787 -3.9691 -2.1649
C -2.1000 -2.7463 -2.1035
As -1.0050 -2.1427 -0.6464
C 0.5665 -3.3064 -0.9777
C -2.0830 -1.8232 -3.1734
O -1.1936 -1.0090 -3.4295
O -3.1567 -1.9369 -4.0414
C -3.0131 -1.2497 -5.2590
C -3.1252 -4.6015 -3.3924
O -4.0337 -5.3996 -3.5838
O -2.2676 -4.2798 -4.4296
C -2.6701 -4.7573 -5.6883
C -2.1334 -5.5375 1.7679
O -3.0438 -6.3154 2.0311
O -0.9607 -5.7220 2.4770
C 0.2826 -5.3338 1.9377
H -3.0310 -3.6019 4.6371
H -3.3727 -4.1060 2.9705
H -3.6223 -2.4022 3.4514
H -2.9687 -7.3795 -0.2038
H -1.7081 -6.6547 -1.2456
H -3.2954 -7.0917 -1.9395
H 0.2011 -4.3358 -1.0058
H 1.3162 -3.1737 -0.2005
H 1.0032 -3.0409 -1.9387
H -3.9218 -1.4556 -5.8260
H -2.1399 -1.6009 -5.8178
H -2.9056 -0.1715 -5.1135
H -1.9135 -4.4093 -6.3923
H -3.6502 -4.3618 -5.9705
H -2.7280 -5.8489 -5.7113
H 1.0292 -5.8715 2.5239
H 0.4622 -4.2607 2.0156
H 0.3572 -5.6254 0.8879
C 5.6592 0.5472 -3.6920
C 5.3974 1.7344 -2.8255
C 5.4524 3.0215 -3.3310
C 5.1834 4.1109 -2.5188
Cl 5.2523 5.7232 -3.2040
C 4.8481 3.9467 -1.1932
C 4.7771 2.6633 -0.6651
C 5.0604 1.5655 -1.4715
O 5.0690 0.2776 -1.0337
C 4.5539 0.0305 0.2714
C 3.0305 0.2233 0.3306
O 2.3530 -0.5246 -0.4102
O 2.6092 1.0764 1.1385
H 6.0010 0.8705 -4.6747
H 4.7560 -0.0484 -3.8128
H 6.4185 -0.1006 -3.2543
H 5.6988 3.1765 -4.3723
H 4.6199 4.8035 -0.5774
H 4.4460 2.5329 0.3514
H 5.0655 0.6578 1.0039
H 4.7820 -1.0169 0.4720
C -0.1483 1.5443 3.7751
C 0.2133 0.8285 5.0513
C 0.3245 1.5298 6.2528
C 0.6072 0.8726 7.4334
C 0.7666 -0.5143 7.4128
C 0.6364 -1.2285 6.2274
C 0.3630 -0.5544 5.0457
C 1.0623 -1.1982 8.6461
N 1.2955 -1.7444 9.6332
H -1.2011 1.8388 3.8345
H -0.0965 0.8297 2.9546
H 0.1980 2.6051 6.2591
H 0.6972 1.4193 8.3637
H 0.7348 -2.3041 6.2221
H 0.2198 -1.1087 4.1277
```

Output
ΔE to the lowest compared entry with this formula, charge and spin = 28.4 kcal/mol
charge = -2
E_HOMO (alpha / beta) = -0.641 / -1.107 eV

***

[3]
C48H54BN11PS3Tl | ωB97M-V/def2-TZVPD

```
119
Properties=species:S:1:pos:R:3
Tl 2.0520 0.6809 0.6050
C -0.7624 4.8053 -2.3102
C -1.2514 3.4068 -2.5229
C -1.8842 2.9936 -3.6692
C -2.5787 1.7232 -3.7172
N -2.5804 0.8818 -2.7188
N -1.8443 1.3097 -1.6287
B -1.8266 0.3051 -0.5708
N -2.5934 0.5900 0.6610
N -3.7516 1.2901 0.4433
C -4.3055 1.9259 1.4525
C -3.8874 1.7460 2.8204
C -2.8293 0.9158 3.0690
C -2.3726 0.4753 4.4335
C -2.1344 0.3386 1.9408
S -0.7040 -0.5418 2.2525
C -5.5507 2.7330 1.1879
C -6.6801 2.1384 1.9889
C -5.3798 4.1776 1.6070
C -5.8674 2.7010 -0.3168
N -1.6442 -1.0997 -1.0605
N -2.5782 -1.9592 -0.5711
C -2.7706 -3.0261 -1.2912
C -2.0797 -3.3153 -2.4886
C -0.9564 -2.5670 -2.8243
C -0.0644 -2.8893 -3.9682
C -0.6295 -1.4260 -1.9539
S 0.9193 -0.6906 -2.0652
C -3.6931 -4.0073 -0.6126
C -4.5175 -3.3501 0.5027
C -2.7814 -5.0499 0.1212
C -4.6079 -4.7264 -1.5895
C -1.1480 2.4551 -1.4414
S -0.2557 2.7841 -0.0336
C -3.3806 1.3641 -4.9410
C -4.3119 2.5582 -5.2670
C -2.3541 1.0586 -6.0284
C -4.2175 0.0963 -4.6322
H -1.2098 5.4463 -3.0205
H 0.3081 4.8490 -2.3972
H -0.9432 5.1070 -1.2943
H -2.0451 3.6787 -4.5125
H -4.4485 2.1718 3.6748
H -3.2081 0.5683 5.1228
H -1.5618 1.1059 4.8564
H -2.0094 -0.5821 4.3729
H -6.4211 2.0181 3.0642
H -6.8683 1.1115 1.6785
H -7.6206 2.7062 1.8811
H -5.2362 4.1790 2.6980
H -6.2483 4.8232 1.3697
H -4.4777 4.5807 1.1581
H -5.9660 1.6590 -0.6782
H -5.0396 3.1778 -0.8686
H -6.8162 3.2270 -0.5033
H -2.4021 -4.1522 -3.1359
H -0.6167 -3.6346 -4.5672
H 0.9316 -3.2167 -3.6279
H 0.1299 -2.0200 -4.5541
H -3.9095 -2.7660 1.2014
H -5.1192 -4.0699 1.0454
H -5.2861 -2.6454 0.1554
H -2.2982 -4.6134 1.0093
H -2.0050 -5.4842 -0.4808
H -3.4707 -5.8497 0.5282
H -4.9985 -3.9944 -2.2903
H -5.4609 -5.1407 -1.0527
H -4.1056 -5.5008 -2.1728
H -3.7123 3.4232 -5.4651
H -5.0496 2.7623 -4.4533
H -4.8881 2.2921 -6.1502
H -1.6824 1.8854 -6.2605
H -2.7604 0.6484 -6.9522
H -1.6634 0.3354 -5.6307
H -5.0535 0.3104 -3.9807
H -3.5778 -0.7016 -4.2012
H -4.5648 -0.3241 -5.5838
N 6.1501 -1.3560 1.1989
P 4.6619 -0.9791 2.0378
C 4.3333 -2.7096 2.5129
C 5.2063 -3.3210 3.4189
C 4.9876 -4.6458 3.8032
C 3.9041 -5.3694 3.2542
C 3.0666 -4.7721 2.2900
C 3.2584 -3.4317 1.9060
C 5.1982 -0.2670 3.6118
C 6.1318 0.8108 3.5310
C 6.4632 1.4686 4.7139
C 5.9071 1.1237 5.9372
C 5.0352 0.0610 6.0345
C 4.6087 -0.6047 4.9010
C 6.5654 -0.9137 -0.0073
C 7.8324 -1.3618 -0.4600
C 8.3666 -0.8347 -1.6139
C 7.5870 0.0227 -2.3422
C 6.2891 0.3271 -1.8803
N 5.8534 -0.0479 -0.6897
H 6.8405 -1.8037 1.7788
H 6.0200 -2.7101 3.8541
H 5.6659 -5.1248 4.4947
H 3.8978 -6.4131 3.4219
H 2.2701 -5.3250 1.8589
H 2.6927 -2.9511 1.1089
H 6.5351 1.0854 2.5574
H 7.1915 2.2842 4.7059
H 6.1911 1.5851 6.8554
H 4.6853 -0.2543 7.0197
H 3.9235 -1.4445 4.9513
H 8.3711 -2.1445 0.1444
H 9.3960 -1.0686 -1.8897
H 7.8702 0.3866 -3.3463
H 5.6523 0.9675 -2.4688
N 4.0453 2.8569 0.2338
C 4.8364 3.6202 0.6286
C 5.7392 4.5230 1.1973
C 6.8746 4.1156 1.9381
N 7.7088 3.6182 2.6205
C 5.6896 5.8406 0.7924
N 5.6753 6.9809 0.5401
```

Output
ΔE to the lowest compared entry with this formula, charge and spin = 0.0 kcal/mol
E_HOMO = -6.507 eV

***

[4]
C48H54CdN5 | ωB97M-V/def2-TZVPD

```
108
Properties=species:S:1:pos:R:3
Cd 13.2529 13.3565 6.3942
C 7.8951 15.3334 8.7561
C 8.3313 15.4847 7.3030
C 9.2428 14.3811 6.8947
C 9.0934 12.9803 6.9680
C 7.8906 12.1783 7.3163
C 7.0908 11.5278 6.1606
C 10.2815 12.4270 6.3359
N 11.1052 13.4347 5.9385
C 10.5004 14.6614 6.2616
C 10.9847 15.9534 5.9195
C 12.2623 16.1790 5.5232
C 12.7512 17.5108 5.1662
C 11.9472 18.7661 4.9671
C 11.1757 19.2100 6.1554
C 14.0749 17.4809 5.0446
C 14.4756 16.0590 5.1892
C 15.7634 15.5755 5.0420
C 16.1733 14.1587 5.1817
N 15.2332 13.0587 5.1562
C 15.9862 11.9314 5.2349
C 15.5120 10.5675 5.3058
C 14.1120 10.2984 5.5761
N 13.0417 11.1850 5.8063
C 11.9021 10.4753 6.0716
C 10.6240 11.0485 6.2542
C 12.1973 9.0487 5.9687
C 13.5428 8.9850 5.5690
C 14.3100 7.7502 5.2879
C 15.3555 7.3385 6.3832
C 11.1757 7.9409 5.7846
C 11.3971 6.5130 6.3318
C 17.3908 12.2396 5.2769
C 17.4765 13.6685 5.1076
C 18.7643 14.5162 5.1314
C 19.6326 14.5443 6.3932
C 18.5097 11.2535 5.5028
C 18.4383 10.5091 6.8481
N 13.3522 15.3046 5.4598
C 15.0205 18.5801 4.6523
C 15.8218 19.0895 5.8296
H 7.6283 16.3167 9.1779
H 8.7912 14.9734 9.3145
H 6.9872 14.7706 8.9205
H 8.8493 16.4532 7.0723
H 7.4795 15.5163 6.6038
H 7.1570 12.8070 7.8254
H 8.0478 11.4101 8.0793
H 6.2842 12.1425 5.7410
H 6.5627 10.6006 6.3853
H 7.7042 11.3213 5.2430
H 10.3560 16.8443 5.9171
H 11.3706 18.5898 4.0417
H 12.6834 19.4629 4.6695
H 10.1727 18.8857 6.0844
H 11.1355 20.3290 6.2317
H 11.4963 18.8880 7.1486
H 16.5679 16.3075 4.8568
H 16.2628 9.7580 5.4132
H 9.8099 10.3720 6.4107
H 14.9463 7.8757 4.3363
H 13.6453 6.9156 5.0579
H 15.3674 6.2208 6.4104
H 15.2096 7.7997 7.3446
H 16.3440 7.5866 5.9791
H 10.9449 7.8985 4.6942
H 10.1852 8.2835 6.2915
H 12.0491 5.9339 5.6622
H 10.4958 5.9263 6.4177
H 11.9190 6.5622 7.3027
H 18.6440 15.5600 4.7434
H 19.4075 14.0263 4.3250
H 19.4105 15.4556 6.9149
H 20.7035 14.6609 6.1478
H 19.5570 13.6933 7.0441
H 19.4264 11.8755 5.5115
H 18.5338 10.4825 4.6845
H 18.2480 11.2041 7.6730
H 19.3481 9.9536 7.0236
H 17.6331 9.7785 6.9516
H 14.4478 19.3123 4.1698
H 15.6513 18.0900 3.9131
H 15.2517 19.7703 6.4656
H 16.6782 19.5758 5.3875
H 16.1007 18.2321 6.4682
C 10.1511 11.7389 10.8260
C 11.0484 10.9769 10.0889
C 12.1124 11.5174 9.4316
C 12.2389 12.9681 9.4318
C 11.2829 13.7670 10.1481
C 10.2350 13.1532 10.8297
N 13.2574 13.5575 8.7483
C 14.2694 14.2339 9.4571
C 14.7596 15.4764 9.0546
C 15.8090 16.0747 9.7444
C 16.4869 15.3989 10.7421
C 15.9711 14.1250 11.2213
C 14.8750 13.6023 10.5622
H 9.3326 11.3073 11.3379
H 10.8509 9.8955 10.1802
H 12.8023 10.9936 8.7406
H 11.5232 14.8595 10.1380
H 9.4566 13.6758 11.4371
H 14.3050 16.0004 8.1689
H 16.1629 17.0156 9.3402
H 17.4610 15.7403 11.0647
H 16.4538 13.5766 12.0306
H 14.5510 12.6397 10.8490
```

Output
charge = -1
E_HOMO (alpha / beta) = -3.773 / -3.774 eV